[1]
Entry from the Open Molecules 2025 dataset: C16H14N4S2 in the gas phase (the ωB97M-V functional and the def2-TZVPD basis).

## Properties
Kohn-Sham gap in hartree: 0.3034
E_tot in hartree: -1633.391947
LUMO level in eV: 0.0
Strongest force on any atom in hartree/bohr: 0.11663
HOMO level in Ha: -0.3032
Relative energy (zero: lowest compared OMol25 entry of this formula, charge and spin) in kJ/mol: 119.9

XYZ file:
```
36
C16H14N4S2 | the Open Molecules 2025 dataset | the ωB97M-V functional and the def2-TZVPD basis
N -2.25 -0.73 1.15
N 2.01 1.35 3.29
N 0.01 0.18 3.88
S -4.47 -3.65 -0.40
S 2.97 0.85 0.85
C -3.02 -1.75 1.06
C -5.10 -3.07 -1.95
C -4.73 -1.72 -2.09
C -4.18 -1.16 -0.90
C -2.82 -2.40 2.29
C -3.90 -2.09 0.03
C 0.54 0.06 0.25
C -2.04 -1.61 3.13
C 1.85 0.25 -0.32
C 1.04 0.97 4.18
C 1.76 0.89 2.09
C -0.29 -0.02 2.67
C 0.61 0.28 1.68
N -1.53 -0.63 2.38
C 1.56 -0.94 -2.68
C 3.68 -0.28 -1.85
C 2.21 0.13 -1.82
H -5.55 -3.78 -2.58
H -4.78 -1.28 -3.01
H -3.87 -0.12 -0.94
H -3.30 -3.42 2.57
H -0.31 -0.14 -0.30
H -1.94 -1.79 4.16
H 1.14 1.19 5.25
H 2.23 -1.04 -3.60
H 0.45 -0.79 -2.90
H 1.62 -1.93 -2.17
H 4.34 0.34 -1.27
H 3.79 -1.38 -1.63
H 4.11 -0.30 -2.78
H 2.19 1.11 -2.45
```


[2]
Entry from the Open Molecules 2025 dataset: C5H5F in the gas phase (the ωB97M-V functional and the def2-TZVPD basis).

## Properties
Kohn-Sham gap in hartree: 0.3395
E_tot in hartree: -293.198929
LUMO level in eV: 0.8
Strongest force on any atom in hartree/bohr: 0.07119
HOMO level in Ha: -0.3102
Relative energy (zero: lowest compared OMol25 entry of this formula, charge and spin) in kJ/mol: 375.7

XYZ file:
```
11
C5H5F | the Open Molecules 2025 dataset | the ωB97M-V functional and the def2-TZVPD basis
C 0.12 0.09 0.29
C 1.09 0.50 1.38
C -1.41 -0.46 -1.18
C 0.04 -0.26 -1.10
C -0.93 -0.79 0.23
F 2.32 0.92 0.93
H 1.14 -0.12 2.35
H 0.69 1.49 1.85
H -1.86 0.45 -1.12
H -1.94 -1.10 -1.88
H 0.74 -0.73 -1.76
```


[3]
Entry from the Open Molecules 2025 dataset: C4H9N3S in the gas phase (the ωB97M-V functional and the def2-TZVPD basis).

## Properties
Kohn-Sham gap in hartree: 0.3506
E_tot in hartree: -720.179426
LUMO level in eV: 0.6
Strongest force on any atom in hartree/bohr: 0.08156
HOMO level in Ha: -0.3286
Relative energy (zero: lowest compared OMol25 entry of this formula, charge and spin) in kJ/mol: 246.6

XYZ file:
```
17
C4H9N3S | the Open Molecules 2025 dataset | the ωB97M-V functional and the def2-TZVPD basis
C 1.36 1.97 -0.28
C -0.50 0.28 -0.02
C -2.71 -1.27 0.10
C 1.33 -1.07 0.15
H 2.22 2.06 0.34
H 1.62 1.30 -1.06
H 1.13 2.91 -0.94
H -0.40 2.26 0.59
H -3.89 -1.35 0.46
H -2.01 -1.65 0.97
H -2.74 -1.94 -1.02
H 1.68 -0.59 1.13
H 2.95 -1.95 0.12
N 0.18 1.42 0.38
N -0.06 -0.90 -0.20
N 2.12 -1.92 -0.41
S -2.27 0.45 -0.31
```


[4]
Entry from the Open Molecules 2025 dataset: a molecular structure, C25H50CaNO4PSi (the ωB97M-V functional and the def2-TZVPD basis).

## Properties
Kohn-Sham gap in hartree: 0.2486
E_tot in hartree: -2646.910652
LUMO level in eV: 0.1
Strongest force on any atom in hartree/bohr: 0.04423
HOMO level in Ha: -0.2447

XYZ file:
```
83
C25H50CaNO4PSi | the Open Molecules 2025 dataset | the ωB97M-V functional and the def2-TZVPD basis
C 0.45 3.55 -3.69
C -0.85 3.13 -3.42
C -1.10 2.00 -2.59
C -0.01 1.32 -2.08
C 1.28 1.74 -2.31
C 1.52 2.86 -3.13
C -2.56 1.66 -2.34
C -3.04 0.20 -2.08
N -1.99 -0.85 -2.23
Ca -0.74 -0.24 -0.32
C 2.47 1.02 -1.69
P 1.98 -0.65 -1.08
H -1.70 3.64 -3.87
H 2.55 3.16 -3.30
H 0.62 4.40 -4.35
H 2.87 1.59 -0.83
H 3.28 0.89 -2.43
H -2.96 2.28 -1.52
H -3.11 2.01 -3.23
H -3.49 0.10 -1.07
C 3.51 -1.20 -0.23
C 2.14 -1.58 -2.64
H -3.85 0.00 -2.81
C -1.39 -0.78 -3.60
C -2.60 -2.21 -2.04
H 0.23 -1.67 1.35
H -1.73 -1.62 -4.22
H -1.66 0.15 -4.10
H -0.31 -0.81 -3.54
H -2.92 -2.65 -3.00
H -1.88 -2.92 -1.60
H -3.48 -2.21 -1.39
H 3.21 -1.59 -2.91
H 1.77 -2.60 -2.47
H 1.56 -1.12 -3.44
H 4.38 -1.04 -0.89
H 3.66 -0.67 0.72
H 3.39 -2.27 -0.02
H 0.06 -2.32 0.86
C -1.38 -1.37 4.06
C -2.27 -0.45 3.23
C -2.94 -1.24 2.11
C -3.34 0.27 4.05
O -1.45 0.59 2.63
Si 0.09 1.20 2.56
O 0.46 1.04 1.02
O 0.03 2.74 3.23
C -0.63 3.22 4.43
C -2.05 3.64 4.10
C -0.63 2.21 5.58
C 0.07 4.47 4.95
O 1.15 0.43 3.58
C 2.54 0.78 3.86
C 3.20 1.56 2.72
C 2.65 1.62 5.13
C 3.24 -0.53 4.14
H -1.99 -2.16 4.53
H -0.85 -0.84 4.86
H -0.65 -1.87 3.42
H -3.64 -1.97 2.53
H -3.50 -0.58 1.43
H -2.20 -1.83 1.52
H -2.91 0.84 4.88
H -3.90 0.97 3.41
H -4.06 -0.45 4.46
H -2.61 2.85 3.59
H -2.56 3.88 5.05
H -2.04 4.54 3.48
H 0.37 2.12 6.02
H -1.29 2.62 6.36
H -1.01 1.23 5.29
H 1.08 4.28 5.33
H 0.11 5.26 4.18
H -0.53 4.85 5.79
H 2.76 2.56 2.62
H 4.26 1.69 2.98
H 3.13 1.02 1.77
H 2.23 1.07 5.98
H 3.71 1.80 5.34
H 2.16 2.59 5.00
H 2.83 -0.98 5.06
H 3.12 -1.25 3.32
H 4.31 -0.36 4.30
```